# 1
{
  "formula": "C28H34Br12F18O12",
  "method": "ωB97M-V/def2-TZVPD",
  "homo_energy_ev": -10.366,
  "orbital_gap_ev": 9.75,
  "relative_energy_kj_mol": 143.6,
  "energy_ha": -34675.856272,
  "multiplicity": 1,
  "species": ["C", "C", "O", "C", "O", "C", "F", "F", "F", "H", "H", "H", "H", "H", "C", "C", "O", "C", "O", "C", "F", "F", "F", "H", "H", "H", "H", "H", "C", "C", "O", "C", "O", "C", "F", "F", "F", "H", "H", "H", "H", "H", "C", "C", "O", "C", "O", "C", "F", "F", "F", "H", "H", "H", "H", "H", "C", "C", "O", "C", "O", "C", "F", "F", "F", "H", "H", "H", "H", "H", "C", "C", "O", "C", "O", "C", "F", "F", "F", "H", "H", "H", "H", "H", "C", "Br", "Br", "Br", "H", "C", "Br", "Br", "Br", "H", "C", "Br", "Br", "Br", "H", "C", "Br", "Br", "Br", "H"],
  "xyz": [[-3.77328, 9.40914, 2.38152], [-4.66913, 9.25949, 1.17594], [-3.90812, 9.52169, 0.00908], [-3.65428, 10.73231, -0.56281], [-4.01572, 11.80866, -0.01131], [-2.89763, 10.68181, -1.95399], [-1.73797, 11.33599, -1.90161], [-2.65495, 9.37137, -2.23446], [-3.62238, 11.28663, -2.88628], [-3.34175, 10.40789, 2.44768], [-2.92761, 8.72850, 2.47990], [-4.36375, 9.29642, 3.29076], [-5.54322, 9.90460, 1.26475], [-5.07634, 8.24988, 1.12172], [-8.37651, 5.26507, -6.58602], [-7.13291, 4.56110, -7.08774], [-7.42341, 3.44916, -7.93623], [-6.46165, 2.78056, -8.77666], [-5.27449, 3.06294, -8.85875], [-7.14210, 1.56245, -9.45169], [-7.07151, 1.68422, -10.76457], [-6.53758, 0.46255, -9.09246], [-8.44622, 1.44191, -9.15120], [-8.77105, 5.86100, -7.40901], [-8.17649, 5.97574, -5.78411], [-9.08975, 4.51216, -6.25061], [-6.53161, 4.24774, -6.23431], [-6.54484, 5.25983, -7.68276], [10.95148, 0.25560, 1.88493], [10.30106, 1.53033, 2.48200], [10.91066, 1.54948, 3.77282], [10.12483, 1.36465, 4.92030], [8.88255, 1.26564, 4.90850], [10.84626, 1.37969, 6.26223], [11.16991, 0.14063, 6.52766], [11.89130, 2.15732, 6.18431], [10.10176, 1.81727, 7.27205], [12.03504, 0.31479, 1.78257], [10.54459, 0.05047, 0.89475], [10.76500, -0.60670, 2.52504], [9.21513, 1.62456, 2.48136], [10.70852, 2.41316, 1.98936], [-0.39832, 1.83844, -0.56797], [0.10140, 1.72763, 0.85284], [0.66835, 0.47512, 1.10288], [1.92699, 0.17867, 0.81538], [2.76377, 0.91717, 0.21310], [2.25012, -1.22436, 1.31006], [2.64935, -2.02509, 0.33381], [3.23838, -1.14487, 2.15749], [1.21073, -1.79294, 1.96764], [-1.27782, 1.22377, -0.75970], [0.39026, 1.57121, -1.27140], [-0.72853, 2.82616, -0.88967], [-0.76730, 1.80577, 1.50654], [0.79373, 2.55788, 0.99234], [3.78592, -10.65343, 3.97035], [3.47352, -11.66477, 5.10233], [3.02549, -12.84848, 4.46897], [1.76524, -12.96832, 4.07870], [0.92768, -12.03242, 4.22761], [1.43420, -14.26781, 3.41941], [0.29420, -14.72478, 3.90874], [1.18588, -14.09758, 2.20006], [2.40575, -15.23265, 3.61202], [2.98631, -10.26315, 3.34076], [4.50338, -11.07876, 3.26861], [4.17857, -9.78938, 4.50640], [2.67818, -11.26598, 5.73202], [4.39761, -11.78957, 5.66676], [-1.79515, -3.59368, -2.62921], [-1.22688, -3.53850, -4.07966], [0.14152, -3.09692, -4.01820], [0.72691, -2.76176, -5.23783], [0.18013, -2.97199, -6.34255], [2.12221, -2.11991, -5.14859], [1.95213, -0.74249, -5.14977], [2.79115, -2.55074, -4.09171], [2.86873, -2.37339, -6.23011], [-1.66558, -2.71194, -2.00164], [-1.27444, -4.35275, -2.04545], [-2.84000, -3.87618, -2.50049], [-1.75630, -2.84061, -4.72832], [-1.30265, -4.47039, -4.63995], [1.89522, -4.39732, 8.70905], [1.37006, -2.56187, 8.28138], [0.95771, -5.09475, 10.26339], [3.85010, -4.59247, 8.96207], [1.64944, -5.07877, 7.89461], [-6.30381, -1.53847, 3.94556], [-5.57653, -0.13293, 5.05856], [-8.30777, -1.53816, 3.97889], [-5.47636, -3.20230, 4.46256], [-5.96961, -1.27369, 2.94243], [-10.00782, -1.09382, -3.99829], [-8.90618, 0.00257, -2.78713], [-11.75827, -1.21939, -3.05207], [-9.15847, -2.82424, -4.47930], [-10.17468, -0.50972, -4.90333], [5.91504, 6.96576, 0.29665], [6.54918, 6.19873, -1.39342], [4.40508, 8.18297, 0.02725], [7.44647, 7.97117, 1.08286], [5.53450, 6.10278, 0.84305]]
}

# 2
{
  "formula": "C20H62F2NO17S2Tl",
  "method": "ωB97M-V/def2-TZVPD",
  "homo_energy_ev": -12.795,
  "orbital_gap_ev": 1.05,
  "energy_ha": -3300.598767,
  "total_charge": 2,
  "multiplicity": 1,
  "species": ["Tl", "N", "S", "O", "O", "F", "S", "O", "O", "F", "C", "C", "C", "O", "C", "H", "H", "H", "H", "H", "H", "H", "H", "C", "C", "C", "O", "C", "H", "H", "H", "H", "H", "H", "H", "H", "O", "H", "H", "O", "H", "H", "O", "H", "H", "O", "H", "H", "O", "H", "H", "O", "H", "H", "O", "H", "H", "C", "C", "C", "O", "H", "H", "H", "H", "H", "H", "H", "H", "C", "C", "C", "O", "H", "H", "H", "H", "H", "H", "H", "H", "C", "C", "C", "O", "H", "H", "H", "H", "H", "H", "H", "H", "C", "C", "C", "O", "H", "H", "H", "H", "H", "H", "H", "H"],
  "xyz": [[3.44642, 6.37227, -4.04527], [2.95004, 2.09988, -0.62802], [2.07390, 1.83572, 0.65136], [2.52296, 0.88958, 1.68410], [0.62952, 1.96297, 0.39225], [2.38823, 3.24663, 1.36751], [2.94026, 0.38252, -1.02770], [1.64780, -0.29659, -1.17738], [4.05158, -0.36979, -0.47168], [3.40590, 0.54451, -2.58682], [-4.06412, -2.19178, -7.34706], [-3.49395, -1.99781, -8.70508], [-2.86630, -0.60517, -8.71823], [-2.33923, -0.56930, -7.38516], [-3.13871, -1.39135, -6.52061], [-4.12653, -3.23727, -7.04515], [-5.07915, -1.80094, -7.27603], [-4.22416, -2.05906, -9.51201], [-2.71337, -2.74403, -8.85322], [-3.60121, 0.17244, -8.92638], [-2.14854, -0.63706, -9.53793], [-3.60542, -0.78808, -5.74193], [-2.50853, -2.14832, -6.05373], [-5.73879, -1.94631, 0.63631], [-7.01831, -1.44596, 0.06090], [-7.85767, -1.00651, 1.24506], [-7.21526, -1.52092, 2.39168], [-6.19848, -2.39102, 1.97551], [-4.98628, -1.16174, 0.71561], [-5.30150, -2.78393, 0.09293], [-7.47481, -2.21933, -0.55684], [-6.80591, -0.60929, -0.60466], [-8.86401, -1.41698, 1.16201], [-7.99437, 0.07486, 1.23732], [-6.56953, -3.41433, 1.91849], [-5.38673, -2.40172, 2.70287], [9.01015, -3.55059, -0.24010], [8.14900, -3.15070, -0.11864], [8.88582, -4.46737, 0.00543], [7.63703, 3.33811, -5.51352], [7.70112, 2.55766, -6.06399], [7.84783, 4.06399, -6.10080], [-4.31119, 4.07885, -1.60343], [-3.85793, 3.78223, -0.81425], [-4.54599, 4.98806, -1.41790], [3.24090, 2.51277, -7.79306], [2.77142, 1.67889, -7.81473], [3.59904, 2.60954, -8.67544], [4.67160, 8.63306, 0.54616], [5.44443, 9.19505, 0.49009], [4.27458, 8.85434, 1.38856], [7.06333, 4.14005, 0.17748], [7.03830, 4.38758, 1.10178], [6.20352, 3.75468, 0.00886], [-0.09745, 7.61547, -0.33101], [-1.02956, 7.81170, -0.42528], [0.12753, 7.93355, 0.54331], [0.26926, 2.89507, 11.54907], [1.32877, 3.41711, 10.59654], [0.89858, 3.20884, 9.10315], [1.52965, 4.76432, 10.81040], [0.08123, 1.82487, 11.46289], [-0.65598, 3.47113, 11.53531], [0.51215, 3.09532, 12.59261], [2.21591, 2.83300, 10.84128], [-0.01939, 3.76829, 8.92297], [0.67544, 2.15133, 8.96186], [1.72563, 3.47756, 8.44599], [0.68577, 5.21047, 10.70832], [-5.93023, 4.28545, 6.94474], [-5.50183, 5.17517, 5.81847], [-5.92835, 4.47517, 4.52613], [-6.14601, 6.43737, 5.98935], [-5.58365, 4.65959, 7.90807], [-5.35231, 3.36240, 6.89912], [-6.98389, 4.02160, 7.03572], [-4.41495, 5.25486, 5.79730], [-6.04433, 5.24602, 3.76426], [-6.83422, 3.87289, 4.59511], [-5.16611, 3.74015, 4.26764], [-5.84210, 7.00649, 5.27848], [1.58578, -5.91997, 2.48998], [0.45411, -6.90270, 2.63331], [-0.27882, -7.38034, 1.41867], [0.80161, -7.99592, 3.38785], [2.02892, -5.74162, 3.46973], [1.41890, -4.88123, 2.20491], [2.40062, -6.25329, 1.84731], [-0.27578, -6.39453, 3.26349], [-0.48508, -6.51284, 0.79177], [-1.22054, -7.86678, 1.67289], [0.29964, -8.02105, 0.75311], [0.01799, -8.55030, 3.40201], [7.71212, -6.66902, -7.40810], [6.45558, -5.83265, -7.45292], [5.75495, -5.58934, -6.13060], [6.75992, -4.61058, -8.01323], [7.53437, -7.66964, -7.01405], [8.48196, -6.15609, -6.83161], [8.06116, -6.85464, -8.42388], [5.71046, -6.22432, -8.14537], [6.43305, -5.33523, -5.31592], [5.33492, -6.55500, -5.84918], [4.92789, -4.88006, -6.16216], [6.00785, -4.05125, -7.80553]]
}

# 3
{
  "formula": "C39H57F24IN2O10PSi2",
  "method": "ωB97M-V/def2-TZVPD",
  "homo_energy_ev": -4.898,
  "orbital_gap_ev": 6.56,
  "energy_ha": -5997.332557,
  "total_charge": -1,
  "multiplicity": 1,
  "species": ["C", "C", "C", "C", "C", "Si", "C", "C", "C", "C", "N", "C", "C", "C", "C", "O", "Si", "I", "C", "C", "C", "C", "C", "C", "C", "C", "O", "C", "C", "O", "C", "O", "O", "P", "N", "O", "O", "H", "H", "H", "H", "H", "H", "H", "H", "H", "H", "H", "H", "H", "H", "H", "H", "H", "H", "H", "H", "H", "H", "H", "H", "H", "H", "H", "H", "H", "H", "H", "H", "H", "H", "H", "H", "H", "H", "H", "H", "H", "H", "H", "H", "H", "C", "C", "C", "F", "F", "F", "F", "O", "C", "C", "F", "F", "F", "F", "H", "H", "H", "H", "C", "C", "C", "F", "F", "F", "F", "O", "C", "C", "F", "F", "F", "F", "H", "H", "H", "H", "C", "C", "C", "F", "F", "F", "F", "O", "C", "C", "F", "F", "F", "F", "H", "H", "H", "H"],
  "xyz": [[-3.38644, -4.90769, 0.76711], [-2.51312, -4.58694, -0.44040], [-3.32234, -4.31373, -1.71990], [-3.08622, -2.91251, -2.31173], [-4.09544, -1.88930, -1.78608], [-4.30348, -0.34365, -2.79300], [-5.50041, 0.85386, -1.93632], [-6.94924, 0.77689, -2.38756], [-7.82060, 1.79158, -1.64373], [-9.23377, 1.88852, -2.21970], [-10.32297, 1.59649, -1.29315], [-11.63818, 1.63661, -1.69537], [-12.44704, 1.34500, -0.60320], [-11.58903, 1.11958, 0.50273], [-10.28738, 1.28253, 0.03975], [-2.90574, 0.37828, -3.28469], [-1.62068, 0.70532, -2.24691], [-2.32102, 1.10724, 0.09808], [-0.89713, 2.34700, -2.82426], [0.63131, 2.39117, -2.83312], [1.12887, 3.84826, -2.85090], [1.47428, 4.40801, -1.46629], [0.51487, 4.02300, -0.35434], [1.07718, 4.34495, 1.03047], [2.25567, 3.49151, 1.44118], [1.96723, 2.00056, 1.48820], [2.63260, 1.39531, 0.35395], [3.22466, 0.20297, 0.54418], [2.45961, -0.87251, 1.24715], [4.32763, 0.02469, 0.10149], [-0.30053, -0.68605, -2.28718], [0.25959, -0.86738, -3.38340], [-0.12079, -1.25285, -1.17462], [-5.24947, -0.98235, -4.76388], [-4.26278, -1.77831, -5.65864], [-6.60472, -1.80720, -4.48605], [-5.83799, 0.30543, -5.58002], [-2.75360, -5.08199, 1.63421], [-4.05039, -4.07886, 0.98752], [-3.94943, -5.82198, 0.60557], [-1.87399, -3.73454, -0.22827], [-1.85591, -5.43560, -0.60849], [-4.38632, -4.48045, -1.56223], [-3.02025, -5.03294, -2.47724], [-2.07675, -2.62438, -2.03576], [-3.09603, -3.00219, -3.39393], [-5.07879, -2.36612, -1.76828], [-3.85123, -1.67303, -0.74759], [-5.11866, 1.87072, -1.97033], [-5.47388, 0.56572, -0.88500], [-7.06159, 1.00422, -3.44708], [-7.35471, -0.22140, -2.22385], [-7.33610, 2.75426, -1.77807], [-7.81080, 1.59344, -0.57970], [-9.33103, 1.26168, -3.10017], [-9.38547, 2.90727, -2.56765], [-11.94895, 1.85090, -2.69885], [-13.51840, 1.29962, -0.54219], [-11.88484, 0.88727, 1.50637], [-9.37120, 1.19522, 0.58716], [-1.24346, 2.49889, -3.84659], [-1.30580, 3.15847, -2.22736], [1.02186, 1.85647, -3.68718], [1.04367, 1.92146, -1.94264], [0.37329, 4.48458, -3.30536], [2.01975, 3.92253, -3.47227], [2.49207, 4.11894, -1.21879], [1.47569, 5.49599, -1.53323], [0.30118, 2.95611, -0.37282], [-0.43634, 4.53342, -0.47604], [0.27874, 4.18514, 1.75674], [1.33230, 5.40236, 1.05896], [2.57609, 3.82045, 2.42778], [3.11048, 3.62281, 0.78577], [0.89970, 1.81006, 1.39339], [2.33944, 1.56812, 2.40834], [2.01711, -1.51836, 0.49775], [1.68690, -0.48997, 1.89903], [3.15317, -1.45112, 1.84504], [-3.34438, -1.86191, -5.23892], [-7.36808, -1.21507, -4.51395], [-5.07911, 0.89693, -5.65686], [3.53693, -7.84398, 1.79787], [2.68463, -6.69607, 2.36325], [2.19471, -6.79893, 3.80968], [1.38969, -7.86466, 3.98678], [1.48802, -5.68440, 4.10574], [1.65264, -6.44247, 1.53758], [3.50174, -5.59934, 2.35040], [2.89776, -8.82028, 0.99622], [2.29689, -9.93139, 1.51407], [0.78946, -9.94626, 1.23792], [0.19753, -8.84833, 1.73779], [0.25366, -11.03586, 1.83783], [2.56620, -10.10166, 2.82234], [2.80689, -11.00155, 0.86201], [4.22009, -7.35383, 1.10610], [4.15858, -8.29892, 2.56939], [3.04331, -6.86843, 4.49635], [0.60891, -9.99844, 0.16255], [7.08071, -2.13990, 0.63058], [6.97087, -3.64882, 0.36991], [6.43993, -4.54147, 1.49038], [7.22448, -4.50440, 2.58753], [6.41425, -5.82797, 1.05150], [8.15830, -4.12778, -0.07353], [6.07376, -3.79449, -0.64198], [8.35235, -1.61554, 0.99082], [8.80242, -1.57158, 2.27567], [10.05967, -2.42632, 2.47136], [9.83844, -3.70837, 2.12969], [10.41346, -2.38904, 3.77907], [7.85000, -1.87932, 3.17515], [9.18805, -0.29739, 2.52474], [6.87987, -1.68065, -0.33478], [6.29284, -1.78078, 1.29150], [5.42362, -4.25168, 1.76506], [10.87597, -2.02774, 1.86609], [4.36686, 10.05456, 2.91357], [4.21423, 8.81540, 3.81057], [4.84701, 7.49831, 3.35082], [4.31980, 7.07406, 2.18813], [4.60428, 6.55869, 4.29336], [2.91298, 8.62390, 4.10984], [4.86019, 9.12542, 4.97400], [3.29619, 10.40046, 2.05609], [3.17167, 9.88591, 0.79318], [1.91074, 9.02851, 0.64826], [1.91231, 8.03336, 1.55294], [1.89377, 8.49079, -0.59053], [4.27346, 9.22033, 0.40470], [3.01946, 10.93224, -0.04925], [4.41022, 10.88587, 3.61493], [5.32031, 10.04912, 2.38492], [5.92913, 7.61190, 3.23888], [1.01775, 9.64171, 0.78627]]
}

Q: Which formula does entry 1 have?
A: C28H34Br12F18O12